[1]
This record from OMol25 describes a cluster of 9 separate species, C28H72BBrN3O9S9 in total. The level of theory is the ωB97M-V functional and the def2-TZVPD basis.

Structure (XYZ):
```
123
Properties=species:S:1:pos:R:3
C 2.7169 -1.3373 5.3540
C 2.8281 -0.6265 4.0032
C 1.7878 -1.1067 2.9805
C 2.1996 -1.0768 1.4911
C 1.5709 0.0429 0.6345
B 2.3530 1.4705 0.3303
Br 3.9367 1.8041 1.6892
C 1.2945 2.7023 0.5076
C 0.8215 2.9120 1.9531
C -0.5492 3.5691 2.1148
N -1.6350 2.8762 1.3798
C 3.0275 1.4244 -1.1708
C 3.1409 2.7145 -1.9815
S 4.4290 3.8822 -1.4368
C 5.6063 3.5734 -2.6609
N 5.5000 3.1418 -3.8921
N 6.7910 3.1148 -4.4195
C 7.5616 3.5521 -3.4690
O 6.9132 3.8543 -2.3380
H 3.5002 -1.0075 6.0403
H 1.7456 -1.1336 5.8198
H 2.7999 -2.4225 5.2230
H 3.8349 -0.7393 3.5901
H 2.6846 0.4492 4.1621
H 1.5145 -2.1379 3.2505
H 0.8668 -0.5200 3.1049
H 3.2925 -1.0408 1.4152
H 1.8916 -2.0434 1.0651
H 1.3516 -0.3839 -0.3575
H 0.5835 0.2564 1.0782
H 1.7247 3.6513 0.1557
H 0.4182 2.4660 -0.1128
H 0.8336 1.9653 2.5094
H 1.5422 3.5689 2.4602
H -0.4860 4.6153 1.7869
H -0.8026 3.5989 3.1837
H -2.0965 3.5246 0.7546
H -2.3528 2.5892 2.0335
H 4.0283 0.9706 -1.1036
H 2.4347 0.7609 -1.8175
H 2.2020 3.2773 -1.9669
H 3.3464 2.5093 -3.0346
H 8.6335 3.6944 -3.4957
C -0.2971 1.1232 -5.5730
S 0.2529 2.6879 -4.8664
O 0.4700 2.4316 -3.4179
C -1.3575 3.4673 -4.9625
H 0.5464 0.4357 -5.5337
H -1.1331 0.7509 -4.9803
H -0.5979 1.2818 -6.6098
H -2.0281 2.8657 -4.3478
H -1.7122 3.5100 -5.9912
H -1.2893 4.4764 -4.5632
C -6.5840 4.1513 -6.2502
S -5.2347 3.8231 -5.1121
O -4.0566 4.5510 -5.6671
C -5.0061 2.0954 -5.5105
H -6.8300 5.2076 -6.1656
H -6.2568 3.9390 -7.2676
H -7.4441 3.5420 -5.9715
H -4.7721 2.0057 -6.5729
H -5.9000 1.5295 -5.2571
H -4.1777 1.7322 -4.9013
C -2.7734 6.9668 -8.0495
S -4.4816 7.1065 -7.5308
O -5.2993 6.3737 -8.5388
C -4.6869 8.8515 -7.9215
H -2.4963 5.9222 -7.9249
H -2.6872 7.2646 -9.0944
H -2.1492 7.5894 -7.4089
H -4.4920 9.0143 -8.9817
H -4.0075 9.4416 -7.3060
H -5.7166 9.1130 -7.6882
C -4.9373 -3.2205 -3.8709
S -4.4328 -1.5780 -4.4028
O -5.6830 -0.7776 -4.4911
C -4.0109 -2.0471 -6.0864
H -5.2917 -3.1288 -2.8464
H -5.7409 -3.5797 -4.5140
H -4.0791 -3.8919 -3.9055
H -4.8834 -2.4845 -6.5723
H -3.1793 -2.7516 -6.0667
H -3.7093 -1.1394 -6.6052
C -1.1011 -4.7135 7.6961
S 0.3937 -4.0973 6.9003
O -0.0763 -3.2816 5.7526
C 0.8962 -5.6833 6.2303
H -1.6009 -3.8583 8.1465
H -1.7421 -5.1682 6.9417
H -0.8354 -5.4397 8.4649
H 0.1049 -6.0716 5.5909
H 1.0996 -6.3832 7.0391
H 1.7994 -5.5059 5.6484
C 6.8786 -2.6847 9.0716
S 5.1542 -2.1909 9.2251
O 4.4930 -2.5554 7.9506
C 5.4612 -0.4213 9.1406
H 6.9014 -3.7721 9.0481
H 7.2807 -2.2841 8.1415
H 7.4422 -2.3207 9.9309
H 5.9664 -0.1927 8.2027
H 6.0601 -0.1112 9.9972
H 4.4924 0.0729 9.1655
C -2.5893 0.9762 -0.5792
S -1.8297 0.6688 -2.1686
O -2.8773 0.9544 -3.2069
C -1.7769 -1.1206 -2.0098
H -2.7608 2.0478 -0.5151
H -3.5342 0.4346 -0.5168
H -1.8954 0.6852 0.2091
H -2.7852 -1.5041 -1.8479
H -1.1189 -1.3781 -1.1797
H -1.3677 -1.5163 -2.9379
C 0.0946 -11.4125 6.6511
S 1.0947 -9.9197 6.6872
O 0.1479 -8.7785 6.7846
C 1.6191 -9.9942 4.9714
H -0.3679 -11.5150 7.6303
H -0.6731 -11.3091 5.8848
H 0.7330 -12.2730 6.4517
H 0.7392 -9.9927 4.3289
H 2.2199 -10.8897 4.8126
H 2.2201 -9.1079 4.7793
```

The value obtained for the HOMO energy is -4.697 eV. Its HOMO-LUMO gap is 6.3 eV. The net charge is -1.

[2]
This record from OMol25 describes the molecule C4H7NO2. The level of theory is the ωB97M-V functional and the def2-TZVPD basis.

Structure (XYZ):
```
14
Properties=species:S:1:pos:R:3
O -1.4331 -0.4825 1.2274
C -0.9899 0.0646 -0.0089
C -0.1150 1.2962 0.2723
O 1.2844 1.1410 -0.0051
C 1.7630 -0.1202 -0.0632
N 1.1417 -1.1764 -0.3746
C -0.2371 -0.9905 -0.8169
H -0.6773 -0.9376 1.6263
H -1.9044 0.3683 -0.5276
H -0.4238 2.1990 -0.2602
H -0.2342 1.4608 1.3489
H 2.8265 -0.1435 0.1764
H -0.2265 -0.7416 -1.8864
H -0.7743 -1.9375 -0.7084
```

Its SMILES is O[C@@H]1CN=COC1. The value obtained for the HOMO energy is -9.823 eV. Its HOMO-LUMO gap is 10.7 eV.